Record 1
A 3-piece molecular cluster, C29H51BBrF3N3O3 overall at a distorted geometry. Source: OMol25; level of theory: the ωB97M-V functional and the def2-TZVPD basis.

Structure (XYZ):
```
91
Properties=species:S:1:pos:R:3
C 2.175 -6.677 0.343
C 1.386 -5.420 -0.407
C 0.435 -5.898 -1.646
Br 1.449 -5.620 -3.347
B -1.013 -5.141 -1.776
C -1.084 -3.621 -1.163
C -1.970 -3.461 0.211
O -1.550 -4.320 1.327
C -1.713 -1.891 0.729
F -0.288 -1.864 1.224
F -1.947 -0.888 -0.337
F -2.556 -1.632 1.940
C -2.235 -6.147 -1.232
C -3.729 -6.061 -1.967
C -4.889 -7.118 -1.423
C -4.435 -8.144 -0.228
N -3.108 -8.225 0.470
C -2.076 -7.261 -0.042
H 1.672 -6.841 1.412
H 1.992 -7.655 -0.272
H 3.302 -6.394 0.488
H 2.241 -4.735 -0.881
H 0.852 -4.823 0.445
H 0.293 -7.077 -1.526
H -1.226 -5.036 -2.952
H -0.033 -3.100 -1.008
H -1.637 -2.949 -1.981
H -3.135 -3.539 0.050
H -2.328 -4.941 1.549
H -3.995 -5.331 -2.842
H -5.986 -7.181 -1.865
H -5.269 -8.922 0.128
H -0.998 -7.321 0.469
C 1.718 3.831 -3.771
C 0.699 2.718 -4.159
C -0.705 3.020 -3.553
C -0.864 2.662 -2.079
C -0.367 1.248 -1.801
C 1.087 1.030 -2.288
N 1.261 1.394 -3.733
O 0.637 0.393 -4.501
C 2.046 1.865 -1.392
C 1.510 -0.443 -1.995
C 0.553 2.864 -5.712
H 2.705 3.418 -3.526
H 1.905 4.532 -4.594
H 1.378 4.430 -2.920
H -1.469 2.463 -4.111
H -0.948 4.082 -3.685
H -0.335 3.387 -1.451
H -1.922 2.736 -1.800
H -0.444 1.044 -0.725
H -1.041 0.532 -2.290
H 3.089 1.754 -1.719
H 1.994 1.528 -0.349
H 1.813 2.927 -1.367
H 0.850 -1.178 -2.468
H 1.480 -0.654 -0.919
H 2.535 -0.633 -2.337
H 1.498 2.644 -6.222
H 0.262 3.887 -5.982
H -0.223 2.211 -6.124
C -0.597 2.684 4.719
C 0.066 2.866 3.321
C 1.558 2.415 3.355
C 2.526 3.430 3.955
C 2.318 4.813 3.350
C 0.848 5.289 3.465
N -0.116 4.292 2.893
O 0.004 4.343 1.492
C 0.528 5.566 4.963
C 0.711 6.694 2.801
C -0.686 1.840 2.408
H -1.263 3.519 4.969
H -1.236 1.794 4.765
H 0.141 2.583 5.521
H 1.898 2.202 2.333
H 1.651 1.472 3.908
H 2.416 3.464 5.044
H 3.557 3.102 3.767
H 2.991 5.527 3.843
H 2.627 4.790 2.296
H -0.515 5.887 5.090
H 1.166 6.369 5.353
H 0.700 4.713 5.615
H 1.017 6.699 1.749
H 1.345 7.432 3.307
H -0.322 7.056 2.858
H -1.747 2.099 2.310
H -0.631 0.828 2.830
H -0.253 1.772 1.405
```

## Properties
net charge: -1
LUMO (alpha / beta): 2.0 / 1.1 eV
spin multiplicity: 3
frontier orbital gap (alpha / beta): 7.19 / 6.25 eV
E_tot: -4423.62653 Eh

=====

Record 2
A 14-piece molecular cluster, C56H112O42 overall at a distorted geometry. Source: OMol25; level of theory: the ωB97M-V functional and the def2-TZVPD basis.

Structure (XYZ):
```
210
Properties=species:S:1:pos:R:3
C -9.166 -15.567 27.219
C -7.874 -14.723 27.193
O -8.131 -13.677 26.174
C -7.853 -13.913 24.905
O -7.591 -15.010 24.367
O -8.152 -12.856 24.113
C -8.494 -11.603 24.626
H -10.021 -14.986 27.567
H -8.945 -16.431 27.846
H -9.385 -16.056 26.270
H -6.972 -15.217 26.832
H -7.592 -14.459 28.212
H -8.929 -10.922 23.894
H -7.586 -11.123 24.991
H -9.023 -11.662 25.577
C -6.518 -17.064 29.615
C -6.058 -18.094 28.533
O -6.406 -19.475 28.912
C -5.669 -20.147 29.852
O -4.658 -19.681 30.361
O -6.263 -21.372 30.009
C -5.845 -22.376 30.959
H -6.048 -16.089 29.485
H -6.264 -17.367 30.631
H -7.587 -16.853 29.581
H -4.976 -18.193 28.446
H -6.356 -17.892 27.504
H -6.510 -23.239 30.937
H -5.815 -22.063 32.003
H -4.834 -22.734 30.766
C -8.460 -6.114 30.026
C -7.462 -7.337 30.079
O -7.791 -8.147 31.259
C -6.964 -9.076 31.811
O -5.917 -9.481 31.281
O -7.469 -9.487 33.010
C -6.622 -10.330 33.744
H -8.478 -5.594 30.984
H -9.434 -6.540 29.788
H -8.203 -5.526 29.144
H -6.481 -6.894 30.253
H -7.521 -8.068 29.273
H -5.764 -9.841 34.205
H -6.326 -11.234 33.211
H -7.228 -10.816 34.508
C -5.156 -6.393 26.831
C -4.619 -7.488 27.808
O -3.227 -7.686 27.427
C -2.447 -8.578 28.048
O -2.783 -9.245 29.016
O -1.233 -8.555 27.416
C -0.402 -9.640 27.762
H -4.368 -5.640 26.801
H -6.142 -5.963 27.008
H -5.114 -6.789 25.816
H -5.308 -8.332 27.836
H -4.548 -7.081 28.816
H 0.028 -9.538 28.758
H 0.220 -9.757 26.875
H -0.943 -10.582 27.675
C -12.068 -13.074 24.412
C -12.894 -13.803 25.559
O -13.512 -12.838 26.420
C -14.550 -12.131 26.081
O -15.112 -12.084 25.005
O -14.682 -11.259 27.099
C -15.766 -10.355 27.182
H -12.671 -12.574 23.654
H -11.422 -13.768 23.875
H -11.326 -12.371 24.790
H -12.316 -14.442 26.227
H -13.665 -14.405 25.079
H -16.633 -10.814 26.707
H -15.611 -9.345 26.801
H -16.009 -10.301 28.243
C 0.699 -15.536 23.570
C -0.332 -15.429 24.690
O 0.049 -14.788 25.922
C 0.812 -15.375 26.793
O 1.503 -16.392 26.655
O 0.917 -14.612 27.935
C 0.160 -13.471 28.243
H 1.322 -16.418 23.721
H 1.345 -14.665 23.681
H 0.342 -15.563 22.541
H -0.789 -16.407 24.844
H -1.162 -14.861 24.269
H 0.427 -13.128 29.242
H -0.876 -13.810 28.263
H 0.256 -12.630 27.556
C 1.591 -17.344 18.931
C 2.098 -18.018 20.277
O 1.090 -18.143 21.247
C 1.150 -18.990 22.379
O 2.023 -19.780 22.610
O 0.094 -18.785 23.189
C 0.038 -19.374 24.547
H 2.392 -17.041 18.256
H 1.221 -16.372 19.256
H 0.915 -18.023 18.412
H 2.951 -17.457 20.659
H 2.305 -19.058 20.027
H 0.960 -19.156 25.085
H -0.001 -20.463 24.503
H -0.880 -19.015 25.013
C -4.798 -17.917 32.960
C -5.213 -16.514 33.514
O -5.628 -15.877 32.394
C -6.277 -14.739 32.436
O -6.561 -14.187 33.511
O -6.597 -14.258 31.190
C -7.107 -12.975 31.013
H -4.291 -17.757 32.008
H -5.710 -18.467 32.728
H -4.211 -18.497 33.671
H -4.349 -15.939 33.847
H -5.942 -16.553 34.324
H -7.591 -12.916 30.038
H -6.320 -12.227 31.105
H -7.863 -12.568 31.684
C 2.002 -14.747 31.693
C 0.527 -15.085 31.686
O -0.370 -13.941 31.719
C -1.624 -14.050 31.400
O -2.315 -15.057 31.313
O -2.017 -12.782 31.275
C -3.274 -12.435 30.977
H 2.373 -14.345 32.636
H 2.309 -14.058 30.906
H 2.515 -15.668 31.419
H 0.308 -15.722 32.543
H 0.275 -15.543 30.730
H -3.815 -12.194 31.892
H -3.827 -13.127 30.342
H -3.253 -11.509 30.401
C -6.558 -10.751 27.663
C -5.311 -11.221 26.942
O -5.238 -12.669 27.201
C -4.074 -13.339 27.110
O -3.000 -12.871 26.723
O -4.251 -14.601 27.518
C -3.109 -15.367 27.819
H -7.408 -11.347 27.331
H -6.703 -9.684 27.494
H -6.392 -10.867 28.734
H -4.426 -10.728 27.345
H -5.423 -11.123 25.862
H -2.517 -15.094 28.692
H -2.436 -15.607 26.996
H -3.521 -16.335 28.102
C -0.743 -19.324 29.846
C -0.286 -18.521 31.018
O 0.226 -19.347 32.007
C 1.092 -18.897 32.967
O 1.320 -17.702 33.245
O 1.629 -19.912 33.680
C 1.501 -21.288 33.561
H -1.552 -19.965 30.194
H 0.062 -19.942 29.447
H -1.212 -18.732 29.059
H -0.981 -17.860 31.537
H 0.478 -17.821 30.679
H 2.429 -21.712 33.944
H 1.305 -21.577 32.529
H 0.701 -21.701 34.176
C -4.624 -12.366 23.139
C -5.068 -11.246 22.256
O -5.826 -10.328 23.095
C -5.261 -9.270 23.755
O -5.948 -8.398 24.320
O -3.886 -9.278 23.645
C -3.206 -8.107 24.006
H -4.006 -11.951 23.935
H -4.042 -13.105 22.590
H -5.473 -12.890 23.580
H -5.678 -11.626 21.437
H -4.217 -10.784 21.757
H -2.985 -8.038 25.071
H -3.794 -7.218 23.774
H -2.261 -8.033 23.467
C -9.290 -6.692 26.575
C -8.818 -7.968 25.913
O -9.664 -9.084 26.177
C -9.917 -9.584 27.376
O -9.243 -9.397 28.401
O -10.855 -10.519 27.198
C -11.206 -11.475 28.134
H -8.580 -5.896 26.352
H -9.289 -6.780 27.661
H -10.242 -6.325 26.192
H -7.854 -8.165 26.382
H -8.526 -7.843 24.870
H -11.432 -11.028 29.102
H -10.482 -12.255 28.373
H -12.129 -11.954 27.809
C -4.395 -19.630 25.863
C -4.036 -19.778 24.447
O -3.287 -18.630 24.139
C -3.803 -17.484 23.591
O -3.238 -16.411 23.483
O -5.067 -17.624 23.159
C -5.799 -16.603 22.477
H -4.996 -20.470 26.211
H -4.853 -18.649 25.994
H -3.476 -19.620 26.449
H -5.016 -19.944 24.000
H -3.380 -20.648 24.432
H -5.730 -15.572 22.825
H -6.833 -16.882 22.678
H -5.597 -16.680 21.408
```

## Properties
LUMO: 0.5 eV
spin multiplicity: 1
frontier orbital gap: 10.90 eV
energy above the lowest of the compared OMol25 structures with the same formula, charge and spin: 444.0 kJ/mol
E_tot: -5360.97403 Eh

=====

Record 3
An isolated ion of composition CH3ClN3S and charge +1 at a distorted geometry. Source: OMol25; level of theory: the ωB97M-V functional and the def2-TZVPD basis.

Structure (XYZ):
```
9
Properties=species:S:1:pos:R:3
C -0.699 0.885 -0.130
N 1.024 -1.926 0.752
N -0.188 -0.241 0.314
N 0.928 -0.821 0.295
S -2.387 0.890 -0.071
Cl 2.330 0.075 -0.649
H -0.092 1.657 -0.412
H 1.844 -2.467 0.799
H -2.761 1.948 -0.897
```

## Properties
net charge: +1
SMILES: [H]/N=[N+](Cl)/N=C/S
LUMO (alpha / beta): -6.6 / -6.6 eV
spin multiplicity: 1
frontier orbital gap (alpha / beta): 8.37 / 8.37 eV
energy above the lowest of the compared OMol25 structures with the same formula, charge and spin: 159.7 kJ/mol
E_tot: -1062.10412 Eh

=====

Record 4
C13H34ClN4O9Zn as an isolated structure at a distorted geometry. Source: OMol25; level of theory: the ωB97M-V functional and the def2-TZVPD basis.

Structure (XYZ):
```
62
Properties=species:S:1:pos:R:3
Zn -0.556 -0.379 -0.303
Cl 1.867 -2.829 -0.228
O 0.851 -1.938 0.302
O 3.145 -2.369 0.259
O 1.584 -4.164 0.189
O 1.848 -2.729 -1.665
C 1.489 0.372 -2.776
O 0.710 0.055 -1.858
N 1.295 1.469 -3.537
N 2.578 -0.381 -3.030
H 2.084 1.829 -4.044
H 0.525 2.080 -3.354
H 3.273 -0.087 -3.686
H 2.624 -1.251 -2.508
C 0.596 -1.752 3.514
O -0.197 -0.786 2.844
C 0.141 0.540 3.250
C -0.085 1.551 2.152
N 0.459 1.172 0.827
C 1.924 0.889 0.922
C 2.760 2.114 1.301
O 2.310 3.243 0.577
C 3.372 3.967 -0.016
H 0.224 -2.737 3.252
H 0.536 -1.593 4.599
H 1.664 -1.670 3.286
H 1.199 0.574 3.530
H -0.462 0.716 4.144
H 0.478 2.414 2.534
H -1.102 1.942 2.100
H 0.597 2.084 0.372
H 2.297 0.630 -0.070
H 2.139 0.073 1.609
H 3.798 1.865 1.075
H 2.651 2.318 2.373
H 4.038 4.376 0.751
H 3.023 4.853 -0.546
H 3.928 3.341 -0.717
C -1.541 -2.995 -1.767
O -1.441 -1.569 -1.710
C -2.422 -0.932 -2.515
C -2.284 0.578 -2.360
N -1.913 1.104 -0.997
C -3.116 1.043 -0.133
C -3.317 -0.252 0.647
O -2.110 -0.983 0.898
C -2.395 -2.160 1.645
H -2.546 -3.365 -1.552
H -0.815 -3.393 -1.063
H -1.242 -3.357 -2.752
H -3.401 -1.265 -2.158
H -2.366 -1.100 -3.592
H -3.146 1.122 -2.759
H -1.496 0.959 -3.013
H -1.696 2.090 -1.057
H -4.038 1.261 -0.685
H -3.106 1.905 0.544
H -3.958 -0.875 0.013
H -3.886 -0.099 1.564
H -1.533 -2.818 1.537
H -3.180 -2.759 1.166
H -2.657 -1.943 2.676
```

## Properties
net charge: +1
LUMO: -2.7 eV
spin multiplicity: 1
frontier orbital gap: 9.73 eV
energy above the lowest of the compared OMol25 structures with the same formula, charge and spin: 0.0 kJ/mol
E_tot: -3650.98012 Eh

=====

Record 5
A 2-piece molecular cluster, C2H10N4 overall at a distorted geometry. Source: OMol25; level of theory: the ωB97M-V functional and the def2-TZVPD basis.

Structure (XYZ):
```
16
Properties=species:S:1:pos:R:3
C -1.775 0.166 -0.989
C -0.764 -0.804 1.002
N 2.293 1.010 0.476
N 1.647 -0.676 -0.624
N -1.225 0.465 0.305
N 1.458 0.571 -0.378
H -2.597 -0.524 -0.865
H -2.146 1.013 -1.491
H -1.021 -0.452 -1.564
H -0.190 -0.572 1.909
H -1.596 -1.220 1.393
H -0.207 -1.553 0.387
H 3.043 0.376 0.778
H 1.879 1.739 1.044
H -0.318 1.321 0.325
H 1.517 -0.860 -1.706
```

## Properties
SMILES: [H]/N=N/N.CNC
LUMO: 0.9 eV
spin multiplicity: 1
frontier orbital gap: 9.06 eV
energy above the lowest of the compared OMol25 structures with the same formula, charge and spin: 446.0 kJ/mol
E_tot: -301.05829 Eh

=====

Record 6
C26H31F3N4O7S3Se2Ti as an isolated structure at a distorted geometry. Source: OMol25; level of theory: the ωB97M-V functional and the def2-TZVPD basis.

Structure (XYZ):
```
77
Properties=species:S:1:pos:R:3
Ti -0.458 -0.023 1.406
C 0.275 2.681 -6.329
C 0.584 2.676 -4.875
C 1.674 3.343 -4.291
C 1.915 3.153 -2.924
C 1.098 2.338 -2.158
C -0.087 1.842 -2.689
C -0.330 2.051 -4.074
S 1.587 1.982 -0.487
O 2.364 0.794 -0.529
O 2.348 3.128 -0.077
N 0.171 1.770 0.297
C -0.748 2.808 0.137
C -0.605 4.077 -0.341
C -1.698 4.931 -0.600
C -2.972 4.488 -0.298
C -3.126 3.215 0.298
C -4.478 2.781 0.582
C -4.604 1.610 1.244
C -3.488 0.852 1.540
N -2.277 1.134 1.213
C -2.045 2.402 0.568
H 1.170 2.703 -7.003
H -0.549 3.341 -6.626
H -0.123 1.735 -6.525
H 2.291 4.005 -4.938
H 2.761 3.612 -2.384
H -0.903 1.435 -2.090
H -1.187 1.736 -4.569
H 0.460 4.281 -0.536
H -1.555 5.958 -0.934
H -3.896 5.023 -0.588
H -5.310 3.412 0.540
H -5.543 1.365 1.647
H -3.622 -0.080 2.035
O 0.564 -4.133 4.563
C -0.522 -3.630 3.786
C -0.340 -4.107 2.353
C -0.071 -5.613 2.329
O -1.103 -6.466 2.883
C -1.531 -3.869 1.428
Se -2.350 -2.094 1.461
C 0.959 -3.490 1.747
Se 1.433 -1.672 2.366
H 1.294 -3.511 4.305
H -0.537 -2.581 3.780
H -1.491 -3.996 4.139
H 0.857 -5.787 2.921
H 0.154 -6.050 1.352
H -0.835 -6.584 3.785
H -2.318 -4.486 1.725
H -1.183 -4.061 0.445
H 0.883 -3.446 0.643
H 1.766 -4.100 2.032
S -0.494 -1.131 -0.898
C 1.012 -1.435 -1.558
N 1.061 -1.576 -2.910
C 2.355 -1.462 -3.582
C 3.343 -2.334 -2.820
C 3.420 -1.910 -1.360
N 2.076 -1.714 -0.793
H 0.292 -1.059 -3.371
H 2.749 -0.411 -3.621
H 2.179 -1.836 -4.615
H 4.360 -2.233 -3.272
H 3.002 -3.373 -2.920
H 3.964 -0.973 -1.262
H 3.962 -2.728 -0.851
H 1.921 -1.521 0.264
F -1.068 0.417 5.950
C -0.058 1.266 5.797
F 1.067 0.665 6.191
F -0.293 2.279 6.634
S 0.098 1.997 4.075
O -0.083 0.795 3.263
O 1.446 2.487 4.010
O -1.034 2.905 3.967
```

## Properties
net charge: -2
LUMO (alpha / beta): 3.8 / 3.8 eV
spin multiplicity: 3
frontier orbital gap (alpha / beta): 3.78 / 5.18 eV
energy above the lowest of the compared OMol25 structures with the same formula, charge and spin: 45.5 kJ/mol
E_tot: -8901.70815 Eh

=====

Record 7
An isolated ion of composition C6H13N and charge -1 at a distorted geometry. Source: OMol25; level of theory: the ωB97M-V functional and the def2-TZVPD basis.

Structure (XYZ):
```
20
Properties=species:S:1:pos:R:3
C -0.230 0.660 1.931
C -0.160 -0.700 1.204
C -0.085 -0.689 -0.294
C -1.120 -0.873 -1.129
N -2.484 -0.557 -0.902
C 1.300 -0.424 -0.889
C 1.756 1.034 -0.723
H -0.605 1.432 1.260
H -0.955 0.559 2.740
H 0.719 1.018 2.318
H 0.623 -1.361 1.601
H -1.079 -1.253 1.433
H -0.954 -1.186 -2.155
H -2.874 -0.223 -1.792
H -2.550 0.247 -0.272
H 1.977 -1.096 -0.350
H 1.170 -0.673 -1.948
H 1.866 1.186 0.345
H 1.008 1.724 -1.082
H 2.676 1.175 -1.296
```

## Properties
net charge: -1
LUMO (alpha / beta): 4.3 / 4.1 eV
spin multiplicity: 2
frontier orbital gap (alpha / beta): 3.09 / 7.81 eV
energy above the lowest of the compared OMol25 structures with the same formula, charge and spin: 64.3 kJ/mol
E_tot: -291.07984 Eh

=====

What is the formula in the third record?
CH3ClN3S